{
  "formula": "C21H57N9O9",
  "method": "ωB97M-V with the def2-TZVPD basis set",
  "e_lumo_ev": 0.49,
  "smiles": "COCCNCCOC.COCCNCCOC.COCCNCCOC.NC(N)=O.NC(N)=O.NC(N)=O",
  "homo_energy_ev": -8.61,
  "mol_weight_g_mol": 579.7,
  "symbols": ["C", "O", "C", "C", "N", "C", "C", "O", "C", "H", "H", "H", "H", "H", "H", "H", "H", "H", "H", "H", "H", "H", "H", "H", "C", "O", "C", "C", "N", "C", "C", "O", "C", "H", "H", "H", "H", "H", "H", "H", "H", "H", "H", "H", "H", "H", "H", "H", "C", "O", "C", "C", "N", "C", "C", "O", "C", "H", "H", "H", "H", "H", "H", "H", "H", "H", "H", "H", "H", "H", "H", "H", "N", "C", "N", "O", "H", "H", "H", "H", "N", "C", "N", "O", "H", "H", "H", "H", "N", "C", "N", "O", "H", "H", "H", "H"],
  "coordinates": [[-1.7227, 4.1497, -2.9404], [-0.7386, 3.5399, -2.1511], [0.5665, 4.0147, -2.4498], [1.3613, 2.9234, -3.1648], [1.4439, 1.6544, -2.4660], [2.4161, 0.7191, -3.0662], [2.3061, -0.5296, -2.2475], [3.1458, -1.4461, -2.9346], [3.1494, -2.6997, -2.3257], [-1.3776, 4.2162, -4.0073], [-2.0071, 5.1672, -2.5314], [-2.6371, 3.5976, -2.8250], [1.0371, 4.3089, -1.5235], [0.4764, 4.8876, -3.1373], [2.3826, 3.3504, -3.2293], [1.0801, 2.7782, -4.2031], [0.5463, 1.2024, -2.4430], [3.4438, 1.0901, -2.9772], [2.2646, 0.5475, -4.1513], [1.2896, -0.8574, -2.2557], [2.5082, -0.3124, -1.2264], [3.7486, -3.4043, -2.8608], [2.1330, -3.1295, -2.2409], [3.6441, -2.7368, -1.3348], [1.7491, 1.0710, 6.9792], [2.6506, 1.5027, 6.0424], [2.5769, 0.9607, 4.7646], [3.5096, 1.7918, 3.9718], [3.3919, 1.3951, 2.5125], [4.5299, 1.8858, 1.8051], [4.6217, 1.3059, 0.3890], [5.4718, 2.1114, -0.3806], [6.9000, 1.8941, -0.3118], [1.9600, 1.4382, 8.0170], [1.7589, -0.0451, 7.0682], [0.7026, 1.3895, 6.7621], [1.5532, 0.9328, 4.4282], [2.9683, -0.0713, 4.6901], [4.5541, 1.6307, 4.3650], [3.1657, 2.8033, 4.2127], [3.3680, 0.3469, 2.4250], [5.3997, 1.8059, 2.4616], [4.3988, 2.9913, 1.6922], [3.6012, 1.3488, -0.0557], [4.9384, 0.2660, 0.3280], [7.1966, 1.8704, 0.7305], [7.3690, 2.6940, -0.9341], [7.2752, 1.0314, -0.9077], [-6.5172, -4.3792, -5.6581], [-6.0018, -3.1957, -4.9924], [-6.8687, -2.8571, -3.9597], [-6.2250, -1.6845, -3.2584], [-4.8812, -2.1257, -2.8763], [-4.1621, -1.0759, -2.1136], [-4.5134, -1.1681, -0.6627], [-3.8841, -0.0611, 0.0248], [-3.9368, -0.3808, 1.3858], [-5.7794, -4.8551, -6.3100], [-7.2943, -4.0387, -6.3592], [-6.9455, -5.0948, -4.8870], [-6.9740, -3.6603, -3.2792], [-7.8811, -2.5343, -4.1747], [-6.8032, -1.4827, -2.3239], [-6.1269, -0.7782, -3.8510], [-4.4429, -2.5388, -3.6774], [-4.4125, -0.0878, -2.5620], [-3.0886, -1.2543, -2.2403], [-4.1355, -2.1306, -0.3254], [-5.6013, -1.1168, -0.4542], [-4.9271, -0.5802, 1.7779], [-3.5530, 0.4690, 1.9141], [-3.3131, -1.2816, 1.6776], [0.5790, 1.5854, 0.6913], [-0.4423, 0.6935, 0.5154], [-1.0890, 0.9283, -0.6565], [-0.6424, -0.2209, 1.2641], [0.8262, 2.3113, 0.0301], [1.3204, 1.3290, 1.3375], [-1.1142, 1.9566, -0.8991], [-2.0420, 0.5696, -0.6517], [-1.4207, -1.7213, 3.7801], [-1.7486, -0.9481, 4.9244], [-2.0247, 0.3452, 4.5859], [-1.8338, -1.3465, 6.0553], [-1.0559, -1.2326, 2.9652], [-1.2449, -2.7230, 3.8805], [-2.0648, 1.0300, 5.3054], [-1.9165, 0.7582, 3.6877], [2.9920, -3.4008, 2.4218], [2.5198, -2.3710, 1.6678], [1.2727, -2.6412, 1.2861], [3.1389, -1.3430, 1.4795], [2.5633, -4.2821, 2.2267], [3.9644, -3.3238, 2.6462], [0.7054, -1.8575, 1.0122], [0.9542, -3.5845, 1.2670]],
  "mulliken_charge": [-0.808, -0.386, -0.766, -0.788, 0.262, -0.957, -0.140, -0.439, -0.617, 0.326, 0.290, 0.249, 0.300, 0.521, 0.412, 0.411, 0.019, 0.308, 0.447, 0.436, 0.091, 0.353, 0.290, 0.129, -0.621, -0.351, -0.283, -0.505, 0.059, -0.879, 0.606, -0.425, -0.640, 0.252, 0.288, 0.209, 0.271, 0.224, 0.264, 0.265, 0.026, 0.500, 0.265, -0.610, 0.315, 0.294, 0.260, 0.243, -0.685, -0.339, -0.633, -0.552, -0.278, -0.556, -0.360, -0.395, -0.715, 0.246, 0.269, 0.291, 0.395, 0.393, 0.254, 0.365, 0.263, 0.234, 0.343, 0.291, 0.218, 0.451, 0.125, 0.298, -0.170, 0.298, 0.066, -0.660, 0.120, 0.166, 0.167, 0.194, -0.176, 0.468, -0.301, -0.635, 0.175, 0.190, 0.214, 0.175, -0.506, 0.565, -0.150, -0.598, 0.151, 0.253, -0.075, 0.183]
}

---

{
  "formula": "C21H58O8",
  "method": "ωB97M-V with the def2-TZVPD basis set",
  "e_lumo_ev": 0.54,
  "smiles": "CC(C)O.CC(C)O.CC(C)O.CC(C)O.CC(C)O.CC(C)O.CC(C)O.O",
  "homo_energy_ev": -9.33,
  "mol_weight_g_mol": 438.7,
  "symbols": ["C", "C", "C", "O", "H", "H", "H", "H", "H", "H", "H", "H", "C", "C", "C", "O", "H", "H", "H", "H", "H", "H", "H", "H", "C", "C", "C", "O", "H", "H", "H", "H", "H", "H", "H", "H", "C", "C", "C", "O", "H", "H", "H", "H", "H", "H", "H", "H", "C", "C", "C", "O", "H", "H", "H", "H", "H", "H", "H", "H", "C", "C", "C", "O", "H", "H", "H", "H", "H", "H", "H", "H", "C", "C", "C", "O", "H", "H", "H", "H", "H", "H", "H", "H", "O", "H", "H"],
  "coordinates": [[4.3654, 5.7571, -14.0390], [3.0884, 6.5497, -14.2126], [3.0829, 7.7312, -13.2649], [3.0339, 6.9691, -15.5872], [5.3018, 6.2280, -14.3286], [4.2866, 4.7916, -14.5542], [4.5070, 5.4315, -13.0034], [2.1794, 5.9564, -14.0713], [3.4604, 7.4968, -12.2697], [2.0976, 8.2067, -13.2238], [3.7421, 8.5526, -13.5750], [2.2200, 7.4699, -15.7347], [7.9499, 10.0406, -19.4644], [7.0302, 10.0794, -20.6689], [7.5097, 11.1065, -21.7095], [6.9869, 8.7736, -21.2844], [7.4800, 9.4262, -18.6920], [8.0214, 11.0089, -18.9640], [8.9103, 9.6537, -19.7997], [6.0185, 10.4051, -20.4061], [8.5647, 10.9553, -21.9551], [7.3884, 12.1042, -21.2769], [6.9069, 11.1423, -22.6180], [7.6279, 8.8302, -22.0003], [1.3439, 10.1574, -15.9374], [0.8015, 9.3078, -17.0969], [1.9885, 8.9770, -18.0317], [0.2401, 8.1056, -16.5505], [2.0696, 10.9146, -16.2364], [1.7551, 9.5736, -15.1133], [0.5475, 10.7349, -15.4510], [0.0529, 9.8905, -17.6323], [2.0203, 9.8230, -18.7258], [1.7845, 8.0677, -18.5950], [2.9479, 8.9388, -17.5203], [-0.6099, 8.0052, -16.9895], [7.9675, 6.8788, -13.5771], [8.5380, 5.5285, -13.1843], [7.6579, 4.3050, -13.1281], [9.6285, 5.3184, -14.1052], [8.8118, 7.5392, -13.7824], [7.4070, 7.4135, -12.8081], [7.3594, 6.8211, -14.4839], [8.9757, 5.7064, -12.1905], [6.9004, 4.4427, -12.3463], [8.2463, 3.4350, -12.8445], [7.0190, 4.1892, -14.0073], [9.7342, 4.3797, -14.2849], [10.9654, 5.7364, -18.9285], [10.0459, 6.3177, -17.8595], [8.7933, 5.4489, -17.7223], [10.7571, 6.3664, -16.6340], [10.5192, 5.6111, -19.9142], [11.3383, 4.7707, -18.5842], [11.7960, 6.4360, -19.0494], [9.7576, 7.3303, -18.1715], [8.0017, 5.8267, -17.0801], [9.1161, 4.4167, -17.5472], [8.3605, 5.3046, -18.7216], [10.0708, 6.4501, -15.9572], [5.5026, 12.5306, -14.4141], [5.2202, 11.4915, -15.4857], [5.1989, 12.0958, -16.8981], [6.1765, 10.4599, -15.3829], [5.3613, 12.0982, -13.4196], [4.8709, 13.4167, -14.4684], [6.5455, 12.8563, -14.4315], [4.2524, 11.0202, -15.2840], [4.8123, 13.1149, -16.9212], [4.5268, 11.4783, -17.5001], [6.2021, 12.0771, -17.3216], [5.8245, 9.6194, -15.7564], [5.0284, 5.0544, -18.3865], [5.4448, 5.8894, -19.6069], [4.2381, 6.3542, -20.4229], [6.1435, 7.0502, -19.1610], [4.7858, 5.6426, -17.5010], [5.8134, 4.3645, -18.0815], [4.0881, 4.5622, -18.6407], [6.1446, 5.2850, -20.1968], [3.6986, 5.5509, -20.9410], [4.5925, 6.8882, -21.3166], [3.5456, 7.0224, -19.9185], [6.4297, 7.5441, -19.9476], [5.5657, 8.0384, -16.4287], [5.9531, 7.7384, -17.2705], [4.7755, 7.4871, -16.2976]],
  "mulliken_charge": [-1.197, 0.689, -1.465, -0.592, -0.153, 0.420, 0.527, 0.427, 0.415, 0.388, 0.195, 0.033, -0.913, 0.650, -1.587, -0.515, -0.036, 0.365, 0.317, 0.147, 0.425, 0.393, 0.400, 0.303, -0.846, -0.060, -0.622, -0.570, 0.212, -0.001, 0.440, 0.551, 0.478, 0.223, -0.156, 0.334, -0.893, 0.843, -1.475, -0.492, 0.410, 0.453, -0.264, 0.103, 0.325, 0.500, 0.324, 0.288, -1.577, 0.936, -1.010, -0.595, 0.361, 0.362, 0.392, -0.064, 0.240, 0.377, 0.189, 0.301, -1.714, 1.615, -1.113, -0.532, 0.377, 0.403, 0.364, -0.419, 0.413, 0.145, 0.213, 0.234, -0.885, 0.655, -1.358, -0.252, -0.158, 0.302, 0.394, 0.227, 0.483, 0.365, 0.094, 0.045, 0.387, 0.002, 0.062]
}